No. 1
{"formula": "C46H47N6O2S3Ti", "method": "the ωB97M-V functional and the def2-TZVPD basis", "elements": ["Ti", "C", "C", "C", "N", "C", "C", "C", "C", "C", "C", "C", "N", "C", "C", "C", "N", "C", "C", "C", "C", "C", "C", "C", "N", "C", "C", "H", "H", "H", "H", "H", "H", "H", "H", "H", "H", "H", "H", "H", "H", "H", "H", "H", "H", "H", "H", "H", "H", "H", "H", "H", "H", "O", "C", "C", "C", "C", "C", "S", "C", "C", "C", "C", "S", "C", "C", "C", "C", "S", "H", "H", "H", "H", "H", "H", "H", "H", "H", "C", "N", "N", "C", "O", "C", "C", "C", "C", "C", "C", "C", "C", "C", "H", "H", "H", "H", "H", "H", "H", "H", "H", "H", "H", "H"], "xyz": [[-0.0149, 0.0719, -0.2476], [2.3122, 2.2023, -2.8691], [0.8495, 1.9906, -3.2481], [-0.1783, 2.6150, -2.3174], [-0.6261, 1.8952, -1.1107], [-1.5885, 2.5208, -0.4198], [-2.0496, 3.8175, -0.7293], [-2.9152, 4.6725, -0.0675], [-3.6222, 4.5221, 1.1128], [-3.6622, 3.3707, 1.8758], [-3.0637, 2.1443, 1.6462], [-2.2065, 1.6955, 0.6292], [-1.8248, 0.4177, 0.5669], [-2.6556, -0.6571, 1.0834], [-2.8736, -1.7348, 0.0027], [-2.5072, -1.3312, -1.4213], [-1.0706, -1.1339, -1.5920], [-0.4096, -1.6802, -2.5875], [-1.0403, -2.3173, -3.6951], [-0.5385, -3.1463, -4.6638], [0.7612, -3.6231, -4.8577], [1.8660, -3.2117, -4.1582], [1.9914, -2.2399, -3.1601], [1.0422, -1.4532, -2.5050], [1.3693, -0.4751, -1.6385], [2.7505, 0.0266, -1.6538], [2.8010, 1.5389, -1.5912], [2.4857, 3.2808, -2.7924], [2.9355, 1.8614, -3.7024], [0.6158, 0.9438, -3.4464], [0.6981, 2.5006, -4.2041], [-1.0761, 2.8091, -2.9166], [0.2068, 3.6004, -2.0178], [-1.6425, 4.2500, -1.6281], [-3.0347, 5.6332, -0.5574], [-4.1948, 5.3714, 1.4597], [-4.2546, 3.4175, 2.7831], [-3.2642, 1.3968, 2.4026], [-3.6254, -0.2535, 1.3820], [-2.1932, -1.0944, 1.9720], [-3.9315, -2.0080, -0.0086], [-2.3300, -2.6464, 0.2555], [-3.0329, -0.4132, -1.7078], [-2.8661, -2.1278, -2.0732], [-2.0977, -2.1173, -3.7860], [-1.2778, -3.5017, -5.3740], [0.9086, -4.3495, -5.6453], [2.8040, -3.6780, -4.4403], [3.0070, -2.0954, -2.8226], [3.2260, -0.2703, -2.5915], [3.3205, -0.4289, -0.8420], [3.8382, 1.8333, -1.4090], [2.2455, 1.9003, -0.7277], [1.0596, 0.7582, 1.0159], [2.0039, 1.0333, 2.0340], [2.2463, 2.5325, 2.0561], [1.5985, 3.4724, 1.3121], [1.9625, 4.8009, 1.6633], [2.8614, 4.8361, 2.6827], [3.2696, 3.2670, 3.2227], [3.2600, 0.2390, 1.7634], [4.4902, 0.6996, 1.3996], [5.4259, -0.3451, 1.1646], [4.8783, -1.5756, 1.3574], [3.2371, -1.4814, 1.8179], [1.3796, 0.6596, 3.3638], [1.9963, 0.1700, 4.4770], [1.1532, 0.1909, 5.6231], [-0.0732, 0.7115, 5.3462], [-0.2298, 1.1477, 3.7020], [0.8738, 3.2220, 0.5526], [1.5672, 5.6829, 1.1831], [3.3123, 5.6999, 3.1413], [4.7181, 1.7492, 1.2973], [6.4523, -0.1832, 0.8745], [5.3651, -2.5323, 1.2645], [3.0262, -0.1535, 4.4854], [1.4526, -0.1476, 6.6036], [-0.9028, 0.8430, 6.0209], [-0.0718, -6.2100, 2.3617], [-0.0060, -5.1302, 1.3870], [-0.2655, -3.8231, 1.7634], [0.2498, -2.9756, 0.8119], [0.1211, -1.7277, 0.8727], [0.9057, -3.7978, -0.1394], [0.7442, -5.0973, 0.2660], [1.3013, -6.3456, -0.3209], [-1.2956, -3.5476, 2.7109], [-2.5415, -4.1409, 2.5404], [-3.5418, -3.8973, 3.4652], [-3.2913, -3.0616, 4.5460], [-2.0460, -2.4721, 4.6995], [-1.0320, -2.7093, 3.7803], [-0.1994, -5.7803, 3.3518], [0.8558, -6.7772, 2.3418], [-0.9152, -6.8655, 2.1505], [1.4370, -3.4635, -1.0086], [1.7532, -6.1246, -1.2844], [0.5264, -7.0985, -0.4645], [2.0692, -6.7722, 0.3261], [-2.7133, -4.7856, 1.6875], [-4.5126, -4.3580, 3.3440], [-4.0663, -2.8747, 5.2766], [-1.8491, -1.8284, 5.5432], [-0.0598, -2.2442, 3.8877]], "atomic_forces_ev_per_a": [[0.50, -0.11, 0.20], [0.09, 0.09, -0.07], [-0.11, -0.11, -0.13], [-0.02, 0.12, 0.09], [-0.06, -0.08, -0.01], [0.00, 0.01, 0.18], [0.08, -0.05, -0.01], [-0.06, 0.07, 0.00], [0.04, -0.05, -0.03], [0.01, -0.04, 0.03], [-0.05, -0.01, -0.06], [0.11, -0.04, 0.15], [-0.15, -0.08, -0.26], [0.02, 0.12, 0.15], [-0.08, -0.11, 0.03], [-0.03, 0.03, -0.13], [-0.04, -0.15, -0.01], [-0.14, -0.05, -0.09], [0.06, 0.09, 0.05], [-0.01, -0.05, -0.07], [-0.06, 0.05, 0.02], [0.06, -0.01, 0.05], [-0.06, 0.03, -0.05], [0.05, 0.04, 0.01], [-0.11, -0.23, -0.14], [-0.08, -0.14, -0.03], [0.04, 0.09, 0.16], [-0.01, -0.01, 0.01], [-0.01, -0.01, 0.00], [0.01, 0.04, 0.06], [0.02, 0.00, 0.00], [0.04, -0.01, 0.01], [0.04, -0.05, -0.02], [0.00, 0.01, 0.01], [-0.01, 0.00, 0.01], [-0.01, 0.01, 0.00], [0.00, 0.03, 0.00], [-0.01, 0.02, 0.01], [0.01, -0.03, -0.06], [-0.09, -0.01, -0.02], [0.01, -0.02, 0.04], [0.05, 0.03, -0.05], [0.03, -0.02, 0.03], [-0.02, 0.02, 0.04], [-0.01, 0.02, 0.00], [0.02, -0.01, -0.01], [0.00, -0.01, -0.01], [0.00, -0.01, 0.00], [0.03, -0.02, 0.00], [0.03, 0.06, 0.03], [0.04, 0.02, 0.07], [0.01, -0.01, -0.05], [-0.05, 0.02, 0.02], [0.26, 0.31, -0.08], [-0.40, -0.23, -0.18], [-0.09, 0.06, -0.08], [0.05, -0.06, -0.03], [0.04, 0.00, 0.08], [-0.05, 0.04, -0.07], [0.06, -0.01, 0.06], [0.09, 0.12, 0.06], [-0.04, -0.04, -0.01], [-0.07, -0.02, 0.02], [0.11, 0.02, -0.05], [-0.06, -0.03, -0.01], [0.17, -0.06, 0.14], [-0.05, 0.03, -0.07], [-0.06, 0.04, 0.00], [-0.04, -0.16, 0.08], [-0.06, 0.05, -0.05], [-0.01, -0.03, -0.03], [0.00, 0.03, -0.01], [0.02, 0.03, 0.02], [0.01, 0.03, 0.00], [0.04, 0.00, -0.01], [-0.01, -0.04, -0.01], [0.03, -0.02, 0.01], [0.01, -0.01, 0.01], [-0.04, -0.01, 0.03], [-0.08, 0.07, -0.01], [0.03, 0.10, 0.00], [0.03, -0.05, -0.05], [0.23, 0.04, -0.27], [-0.35, 0.31, 0.20], [-0.06, -0.09, 0.15], [0.00, 0.00, 0.01], [-0.03, 0.02, -0.03], [0.04, -0.03, -0.04], [0.07, 0.01, 0.02], [0.01, 0.01, 0.00], [0.00, 0.01, 0.04], [0.06, 0.05, -0.05], [-0.06, 0.01, 0.04], [0.01, -0.02, 0.00], [0.00, -0.03, 0.00], [0.02, -0.04, 0.03], [0.04, 0.05, -0.06], [0.01, 0.00, 0.00], [-0.01, 0.00, 0.01], [0.02, 0.00, 0.01], [-0.03, 0.00, -0.01], [-0.01, 0.00, 0.00], [-0.03, 0.00, 0.00], [0.01, 0.07, 0.06], [0.04, 0.00, -0.01]], "lowdin_charge": [1.147, -0.183, -0.179, -0.204, -0.042, -0.222, 0.000, -0.057, -0.082, -0.057, -0.022, -0.212, -0.094, -0.180, -0.137, -0.185, -0.039, -0.209, 0.002, -0.064, -0.090, -0.069, -0.026, -0.247, -0.060, -0.188, -0.179, 0.116, 0.117, 0.099, 0.118, 0.123, 0.122, 0.088, 0.113, 0.106, 0.114, 0.098, 0.114, 0.096, 0.120, 0.087, 0.135, 0.105, 0.101, 0.113, 0.104, 0.111, 0.104, 0.111, 0.095, 0.123, 0.077, -0.272, -0.522, -0.473, -0.107, -0.162, -0.395, 1.085, -0.458, -0.123, -0.162, -0.394, 1.090, -0.482, -0.130, -0.166, -0.407, 1.095, 0.093, 0.104, 0.068, 0.106, 0.107, 0.068, 0.114, 0.106, 0.069, 0.025, -0.053, 0.074, -0.393, -0.095, 0.083, -0.239, 0.005, -0.223, -0.031, -0.058, -0.065, -0.058, -0.001, 0.102, 0.094, 0.099, 0.101, 0.089, 0.096, 0.092, 0.125, 0.111, 0.110, 0.103, 0.122], "charge": 1, "gap_ev": 7.06, "homo_ev": -9.674, "lumo_energy_ev": -2.616}

No. 2
{"formula": "C46H47N7O4P2STi", "method": "the ωB97M-V functional and the def2-TZVPD basis", "elements": ["Ti", "C", "N", "C", "C", "N", "C", "C", "C", "C", "C", "C", "N", "C", "N", "C", "C", "C", "C", "C", "C", "N", "H", "H", "H", "H", "H", "H", "H", "H", "H", "H", "H", "H", "H", "H", "H", "C", "N", "P", "C", "C", "C", "C", "C", "C", "C", "C", "C", "C", "C", "C", "P", "C", "C", "C", "C", "C", "C", "C", "C", "C", "C", "C", "C", "H", "H", "H", "H", "H", "H", "H", "H", "H", "H", "H", "H", "H", "H", "H", "H", "H", "H", "H", "H", "H", "H", "H", "O", "S", "O", "O", "O", "C", "C", "C", "C", "C", "N", "H", "H", "H", "H", "H", "H", "H", "H", "H"], "xyz": [[-0.2775, -2.4629, 3.5095], [-0.6893, -1.2086, 6.4037], [0.2442, -0.9276, 5.3094], [0.0748, 0.4364, 4.7512], [-1.0557, 0.3682, 3.7468], [-1.7642, -0.6990, 3.4882], [-2.6739, -0.3738, 2.4967], [-3.7584, -1.0870, 2.0426], [-4.7519, -0.4882, 1.2958], [-4.5819, 0.8393, 0.9405], [-3.4426, 1.5562, 1.2843], [-2.6209, 1.0319, 2.3022], [-1.5629, 1.5093, 3.1053], [-1.4605, -2.4856, 6.2036], [-1.4278, -3.2251, 5.1065], [-2.3897, -4.2382, 5.2380], [-2.6198, -5.3322, 4.4414], [-3.5737, -6.2882, 4.9263], [-4.2975, -6.0951, 6.1010], [-3.8943, -4.9950, 6.9418], [-2.9351, -4.1054, 6.5147], [-2.2844, -3.0720, 7.1183], [-1.4299, -0.4143, 6.5403], [-0.2035, -1.2764, 7.3576], [1.1847, -1.1389, 5.5969], [0.9736, 0.7926, 4.2322], [-0.1427, 1.1903, 5.5253], [-3.9892, -2.1186, 2.3224], [-5.6366, -1.0981, 1.0797], [-5.3556, 1.3245, 0.3364], [-3.2882, 2.5803, 0.9459], [-1.1138, 2.3943, 2.9832], [-1.8591, -5.6111, 3.7036], [-3.7174, -7.2467, 4.3501], [-5.0933, -6.7386, 6.4657], [-4.3508, -4.8477, 7.8911], [-2.6547, -2.5886, 7.8928], [1.2218, 3.6909, -5.4013], [1.1449, 3.5147, -4.0149], [-0.5083, 3.5841, -3.4152], [-1.2629, 5.0623, -3.9349], [-1.8247, 5.8913, -2.9098], [-2.4544, 7.0781, -3.2502], [-2.7835, 7.3702, -4.5961], [-2.3433, 6.5344, -5.5512], [-1.5957, 5.3846, -5.2641], [-1.3700, 2.3757, -4.4056], [-2.4414, 2.5870, -5.3356], [-2.9755, 1.5512, -6.0728], [-2.4475, 0.2508, -5.8637], [-1.4542, 0.0549, -4.9318], [-0.9866, 1.0682, -4.1667], [2.2846, 2.7653, -2.6991], [3.7908, 3.6286, -3.1293], [4.5692, 3.4230, -4.2720], [5.4506, 4.4036, -4.7295], [5.8223, 5.4172, -3.8318], [5.0856, 5.6510, -2.6530], [4.0510, 4.7628, -2.2940], [2.4470, 1.0694, -3.0364], [2.1804, 0.1073, -2.0105], [1.8621, -1.1992, -2.3883], [2.0010, -1.5775, -3.7062], [2.3341, -0.6771, -4.7057], [2.5817, 0.6460, -4.3685], [0.4031, 3.2753, -6.0170], [2.1097, 3.2112, -5.7937], [1.2812, 4.7612, -5.6670], [-1.6496, 5.5890, -1.8911], [-2.9486, 7.6775, -2.4981], [-3.5841, 8.0674, -4.8485], [-2.4907, 6.8151, -6.6165], [-1.2510, 4.7252, -6.0800], [-2.9556, 3.5478, -5.4802], [-3.8518, 1.8164, -6.7264], [-2.6652, -0.5632, -6.5767], [-0.9518, -0.8818, -4.7976], [-0.3057, 0.8943, -3.3909], [4.3935, 2.4477, -4.7339], [5.8900, 4.2728, -5.7293], [6.6712, 6.1171, -3.9885], [5.3459, 6.4752, -1.9690], [3.3290, 5.0028, -1.4999], [2.1328, 0.3833, -0.9805], [1.4885, -1.9404, -1.7167], [1.7293, -2.6463, -3.9102], [2.3703, -1.0662, -5.6978], [2.7250, 1.3880, -5.1556], [1.2176, -2.5085, 0.2221], [0.3598, -1.7639, 1.0890], [-0.1703, -0.5609, 0.5714], [-0.7049, -2.7523, 1.7149], [1.0275, -1.4098, 2.5069], [2.4978, -6.4341, 2.4230], [2.9840, -5.1050, 3.1240], [3.6920, -5.5958, 4.4435], [3.9201, -4.1655, 2.3291], [1.7510, -4.3226, 3.5307], [1.0653, -3.8391, 4.3755], [3.3674, -7.0435, 2.3389], [2.0563, -6.2959, 1.4793], [1.7584, -6.9044, 3.0806], [4.5128, -6.2857, 4.2128], [3.0132, -6.0400, 5.1828], [4.1101, -4.6881, 4.9404], [4.9302, -4.6300, 2.3954], [3.9835, -3.2142, 2.9115], [3.4527, -4.0887, 1.3409]], "atomic_forces_ev_per_a": [[1.50, -0.46, 2.38], [-0.65, -0.40, 0.03], [-0.85, 0.46, -0.15], [-0.10, -0.30, -0.31], [-0.96, 1.68, -0.16], [1.51, -0.40, 0.04], [-0.67, 1.98, 1.47], [-1.06, -1.55, 0.01], [0.29, -0.31, 0.55], [-0.24, 0.61, -1.11], [-0.02, 1.06, 1.47], [0.53, -1.18, -1.56], [-0.54, -2.16, -0.38], [0.11, -1.71, -1.33], [-1.04, 0.85, 0.56], [1.30, 0.79, 0.70], [-0.32, -2.00, 0.84], [0.44, -0.41, -1.49], [1.28, 2.13, 1.07], [-0.90, -1.18, -0.79], [-0.86, -1.45, -0.90], [0.15, 1.15, 0.06], [0.09, 0.14, -0.34], [0.56, -0.03, 0.58], [0.31, 0.09, -0.12], [-0.05, -0.49, 0.08], [-0.09, -0.24, -0.10], [0.79, 0.19, 0.09], [0.32, 0.60, -0.19], [0.46, -0.10, 0.05], [-0.25, -0.19, 0.03], [0.25, 0.16, 0.07], [-0.78, 0.31, -0.25], [0.12, 1.27, 0.58], [0.31, -0.08, -0.27], [-0.39, -0.09, 0.69], [-0.26, 0.45, 0.98], [1.15, 0.43, -2.07], [-1.30, -1.06, 3.25], [1.92, -1.38, 2.13], [-1.92, 2.27, -0.87], [1.28, 0.18, -1.40], [-1.45, -0.28, -0.34], [-0.77, 0.07, 2.06], [1.12, -0.93, -2.70], [0.86, 0.29, 0.26], [-1.68, 0.01, -1.24], [0.15, 0.31, 0.62], [-0.47, -0.70, 0.26], [-0.27, 0.28, -1.81], [-0.25, -1.01, -0.52], [-0.28, 1.62, -0.25], [-2.24, 2.71, 0.06], [1.03, 1.54, 0.64], [-0.73, -0.07, 0.29], [0.68, -0.68, 0.46], [-0.18, 1.03, 0.26], [-0.07, -1.02, 0.35], [-0.23, 0.06, -1.50], [0.43, -2.31, -0.54], [-0.33, 0.24, -1.63], [0.64, 0.67, -0.18], [-0.79, -1.21, -0.25], [0.29, -0.29, 0.58], [-0.66, -0.25, -0.08], [-0.01, -0.16, 0.55], [0.44, 0.08, -0.29], [0.07, -0.20, 0.01], [-0.05, 0.13, 0.28], [0.27, 0.08, 0.26], [0.72, 0.45, 0.21], [-0.23, -0.49, 0.76], [-0.20, 0.67, 0.50], [0.68, -0.39, 0.32], [1.12, -0.78, 0.50], [-0.30, 0.40, 0.65], [-0.24, -0.68, -0.08], [1.13, -0.42, 0.92], [0.31, 0.65, -0.58], [0.15, 0.19, 0.70], [-0.76, -0.63, -0.44], [-0.09, -0.42, -0.56], [0.62, -0.24, -0.16], [-0.25, 0.36, 0.48], [0.16, 0.02, 0.65], [0.39, 1.16, -0.24], [0.15, 0.19, -0.74], [0.00, -0.35, 0.22], [0.47, -0.31, 0.06], [0.91, -1.35, 3.01], [-1.15, 1.18, -0.76], [-0.31, 0.84, -2.87], [-0.05, 0.13, -2.40], [0.33, 1.41, 1.56], [-0.77, -1.01, 1.49], [0.14, 1.43, 0.09], [-0.27, -0.82, 1.19], [0.15, -0.27, -1.37], [0.21, 0.07, 1.11], [0.56, -0.76, -0.19], [-0.54, 0.41, -1.29], [0.24, -0.06, -0.09], [-0.17, 0.12, 0.04], [0.00, -0.08, -0.45], [-0.07, -0.66, -0.24], [-0.59, 0.34, -0.73], [-0.16, -0.48, -0.90], [0.74, 0.55, 0.05]], "lowdin_spin": [1.206, 0.006, 0.007, 0.002, 0.006, 0.003, 0.002, 0.000, 0.000, 0.000, 0.000, 0.000, 0.002, 0.017, 0.018, 0.008, 0.002, 0.001, -0.001, 0.001, 0.001, 0.007, 0.001, 0.002, 0.005, 0.000, 0.000, 0.000, 0.000, 0.000, 0.000, 0.000, 0.001, 0.000, 0.000, 0.000, 0.000, 0.000, 0.000, 0.000, 0.000, 0.000, 0.000, 0.000, 0.000, 0.000, 0.000, 0.000, 0.000, 0.000, 0.000, 0.000, 0.000, 0.000, 0.000, 0.000, 0.000, 0.000, 0.000, 0.000, 0.000, 0.000, 0.000, 0.000, 0.000, 0.000, 0.000, 0.000, 0.000, 0.000, 0.000, 0.000, 0.000, 0.000, 0.000, 0.000, 0.000, 0.000, 0.000, 0.000, 0.000, 0.000, 0.000, 0.000, 0.000, 0.000, 0.000, 0.000, 0.007, 0.019, 0.003, 0.050, 0.024, 0.008, 0.061, 0.026, 0.004, 0.311, 0.173, 0.000, 0.002, 0.001, 0.005, 0.003, 0.001, 0.000, 0.001, 0.002], "s_squared": 2.010, "spin_multiplicity": 3, "gap_ev": [4.51, 7.26], "homo_ev": [-4.586, -7.377], "lumo_energy_ev": [-0.078, -0.115]}